Entry 1:
{"formula": "C15H23N2PdSe", "method": "ωB97M-V/def2-TZVPD", "elements": ["Pd", "Se", "N", "N", "C", "C", "C", "C", "C", "C", "C", "C", "C", "C", "C", "C", "C", "C", "C", "H", "H", "H", "H", "H", "H", "H", "H", "H", "H", "H", "H", "H", "H", "H", "H", "H", "H", "H", "H", "H", "H", "H"], "xyz": [[0.260531, 0.316458, 0.380617], [-1.089028, 2.158798, 0.916211], [1.709789, 2.989215, 0.972316], [1.118468, 1.913545, 2.821132], [0.702849, 2.156145, 1.496052], [-0.634076, -0.458039, -3.607674], [-0.182219, -1.836552, -0.172348], [0.331886, 1.198536, 3.848084], [0.353773, -1.230283, -1.283444], [-3.372497, -1.401697, -2.302792], [1.795814, -1.104100, -1.635219], [-2.634935, -2.608958, 0.455449], [0.562510, -2.521603, 0.931130], [2.275265, 2.489249, 3.047158], [-1.688353, -1.958310, -0.440069], [2.652306, 3.180717, 1.864283], [-2.004091, -1.429100, -1.694287], [1.672171, 3.644282, -0.352692], [-0.818954, -0.988097, -2.261286], [2.435130, -0.993610, -0.754540], [1.984020, -0.291965, -2.335383], [-3.587471, -2.072664, 0.481488], [-0.319605, -1.292346, -4.257770], [0.167146, 0.280306, -3.668658], [1.181764, 4.611373, -0.249635], [1.477306, -1.989647, 1.209190], [2.136537, -2.027808, -2.121825], [-2.257183, -2.766692, 1.463198], [-3.625251, -2.386061, -2.706585], [2.796703, 2.425536, 3.992837], [0.893181, -3.514367, 0.604048], [1.020074, 0.772003, 4.573505], [-1.552806, -0.061764, -4.033822], [-2.878532, -3.598447, 0.033687], [-0.053042, -2.666621, 1.816663], [3.531179, 3.783687, 1.678963], [-4.137916, -1.167132, -1.563714], [-3.450044, -0.689374, -3.118890], [2.693879, 3.784624, -0.696643], [-0.256426, 0.418236, 3.376055], [-0.327476, 1.911694, 4.341242], [1.117622, 3.020832, -1.046032]], "forces_ev_per_a": [[1.084, -0.040, 0.233], [0.179, -0.026, 0.031], [0.103, 0.066, 0.030], [0.085, 0.114, 0.085], [-0.675, -0.010, -0.104], [0.075, 0.124, 0.025], [-0.333, 0.426, 0.101], [-0.027, -0.049, 0.044], [-0.486, 0.323, 0.028], [-0.006, -0.237, 0.029], [-0.007, -0.136, -0.239], [0.120, 0.077, 0.226], [-0.127, -0.279, -0.084], [-0.088, -0.051, 0.016], [0.055, -0.260, -0.166], [-0.058, 0.006, -0.093], [0.034, 0.010, -0.024], [0.029, -0.008, -0.057], [0.012, -0.245, -0.056], [-0.008, 0.021, 0.020], [0.017, 0.022, 0.051], [-0.022, -0.033, -0.059], [0.015, -0.032, 0.027], [0.004, -0.024, 0.019], [-0.030, -0.021, 0.031], [-0.005, 0.014, 0.003], [-0.024, 0.003, 0.011], [-0.006, -0.008, -0.033], [0.035, 0.034, -0.016], [0.011, 0.017, -0.020], [-0.033, 0.007, -0.028], [0.013, 0.004, -0.029], [-0.023, -0.027, -0.001], [0.002, -0.002, -0.052], [0.036, 0.067, 0.020], [0.002, -0.015, 0.030], [0.028, 0.099, 0.000], [0.010, 0.067, 0.016], [-0.003, -0.022, 0.022], [0.019, 0.019, -0.019], [-0.003, 0.020, -0.042], [-0.003, -0.012, 0.026]], "nbo_charge": [0.48, 0.40, -0.23, -0.23, -0.07, -0.73, -0.10, -0.42, -0.03, -0.67, -0.69, -0.74, -0.68, 0.12, 0.39, 0.11, -0.11, -0.42, 0.34, 0.24, 0.26, 0.30, 0.32, 0.26, 0.27, 0.24, 0.30, 0.26, 0.27, 0.30, 0.29, 0.27, 0.28, 0.33, 0.26, 0.30, 0.25, 0.25, 0.26, 0.24, 0.27, 0.24], "e_homo_ev": -18.5885, "homo_lumo_gap_ev": 5.515, "lumo_ev": -13.073, "total_charge": 3, "relative_energy_ev": 0.223}

---

Entry 2:
{"formula": "C3H5NO3", "method": "ωB97M-V/def2-TZVPD", "elements": ["O", "O", "O", "N", "C", "C", "C", "H", "H", "H", "H", "H"], "xyz": [[1.191572, -1.418716, -1.491137], [1.232851, 0.884521, -0.222435], [-0.941713, -1.610232, -1.282162], [0.119565, -1.069818, -1.065384], [0.091077, 0.095785, -0.165834], [1.273843, 0.068827, 0.918101], [-1.253004, 0.700587, 0.098469], [-1.251989, 1.239071, 1.041642], [-1.495204, 1.398077, -0.702222], [-2.009108, -0.081066, 0.123941], [1.074008, 0.550636, 1.863020], [1.968102, -0.757672, 0.884001]], "forces_ev_per_a": [[0.322, -0.168, -0.195], [0.014, 0.571, -0.647], [-0.275, -0.222, -0.147], [0.121, -0.075, -0.208], [1.939, 0.166, 3.061], [-2.291, -0.482, -1.645], [0.062, -0.037, -0.269], [0.109, 0.030, 0.020], [-0.093, 0.040, -0.048], [0.048, 0.111, 0.055], [-0.039, 0.118, 0.088], [0.082, -0.052, -0.066]], "nbo_charge": [-0.36, -0.45, -0.38, 0.51, 0.29, -0.07, -0.65, 0.23, 0.23, 0.26, 0.19, 0.20], "e_homo_ev": -11.0184, "homo_lumo_gap_ev": 11.126, "lumo_ev": 0.108, "total_charge": 0, "smiles": "C[C@]1([N+](=O)[O-])CO1", "relative_energy_ev": 5.311}

---

Entry 3:
{"formula": "C4H8N2O2", "method": "ωB97M-V/def2-TZVPD", "elements": ["O", "O", "N", "N", "C", "C", "C", "C", "H", "H", "H", "H", "H", "H", "H", "H"], "xyz": [[-1.262006, 0.927552, 1.655555], [-0.787439, -1.063095, -2.250790], [0.019823, -0.898121, 1.075858], [-1.271898, 0.836686, -1.146260], [-0.527165, -0.292499, -1.356460], [1.569278, 0.512370, -0.219011], [-0.804453, -0.185728, 1.849442], [0.546858, -0.611080, -0.274222], [0.994326, -1.558270, -0.694520], [1.107815, 1.308764, 0.383778], [-1.847776, 1.183915, -1.893554], [1.875776, 0.846744, -1.206768], [-1.097657, -0.724991, 2.763746], [0.270492, -1.862804, 1.229053], [-1.255592, 1.368058, -0.282819], [2.469612, 0.212498, 0.366972]], "forces_ev_per_a": [[0.534, -0.031, -0.334], [0.701, -0.231, -0.586], [0.989, -0.962, -1.970], [0.587, 0.248, -0.160], [-1.535, 0.371, 1.424], [0.476, -0.039, 1.266], [-0.804, -0.001, 0.858], [0.200, 0.060, -1.259], [-0.407, 0.891, 0.778], [0.233, 0.147, -0.565], [-0.130, -0.317, -0.051], [-0.077, 0.129, 0.024], [0.198, -0.154, -0.001], [-0.675, 0.161, 1.185], [0.261, -0.285, -0.074], [-0.551, 0.014, -0.535]], "nbo_charge": [-0.64, -0.60, -0.61, -0.84, 0.66, -0.62, 0.54, -0.14, 0.23, 0.22, 0.40, 0.23, 0.12, 0.41, 0.43, 0.21], "e_homo_ev": -9.6676, "homo_lumo_gap_ev": 10.338, "lumo_ev": 0.670, "total_charge": 0, "smiles": "C[C@@H](NC=O)C(N)=O", "relative_energy_ev": 0.656}